Computed, not measured: a cluster of 2 separate species, C24H41Br2FN4O7PS in total in a non-equilibrium geometry, with ωB97M-V with the def2-TZVPD basis set.

Energy relative to the best compared isomer or geometry (same formula, charge and spin) in eV: 0.000
Kohn-Sham gap in eV: 8.21
Lowest unoccupied orbital energy in eV: -2.679
Energy in a.u.: -7671.733509

Geometry as ORCA input:
```
! wB97M-V def2-TZVPD RIJCOSX def2/J DEFGRID3
* xyz 1 1
C 4.376 -1.370 2.173
C 3.357 -1.143 0.943
C 3.064 0.408 0.879
C 1.800 0.842 0.002
C 1.323 -0.282 -0.998
C 2.288 -0.611 -2.205
O 3.667 -0.231 -2.049
C 4.532 -1.029 -2.793
O 5.242 -1.849 -2.265
C 0.572 0.925 1.027
F -0.780 0.775 0.506
P 0.446 -0.322 2.465
N -0.038 -1.772 1.955
O 0.518 2.282 1.449
C 1.467 3.245 0.839
N 0.541 4.407 0.757
C 1.059 5.480 0.415
S 1.533 6.843 -0.287
C 2.520 3.386 2.008
Br 2.016 2.652 3.794
C 3.747 3.990 2.020
C 4.667 4.036 3.312
Br 4.439 4.880 0.450
C 1.769 2.376 -0.500
C 0.561 2.800 -1.413
O 0.434 2.044 -2.631
C -0.808 2.438 -3.248
C -1.987 1.495 -2.749
N 3.094 2.480 -1.140
C 3.184 3.224 -2.123
O 3.196 3.763 -3.153
H 3.994 -2.193 2.846
H 4.555 -0.424 2.761
H 5.397 -1.675 1.786
H 3.884 -1.568 0.050
H 2.442 -1.784 1.113
H 4.031 0.865 0.501
H 2.990 0.764 1.949
H 0.328 -0.057 -1.494
H 1.111 -1.267 -0.477
H 2.224 -1.729 -2.393
H 1.891 -0.120 -3.143
H 4.661 -0.932 -3.918
H -0.567 0.204 3.335
H 1.681 -0.468 3.159
H 0.677 -2.455 2.223
H 4.155 4.691 4.064
H 5.668 4.483 3.034
H 4.808 3.002 3.730
H -0.442 2.716 -0.889
H 0.611 3.891 -1.739
H -0.738 2.410 -4.378
H -1.121 3.491 -2.993
H -2.154 1.576 -1.633
H -2.947 1.892 -3.214
H -1.867 0.441 -3.106
C -3.909 -5.609 1.737
O -5.080 -4.896 2.107
C -5.016 -3.489 1.997
C -5.451 -3.014 0.617
N -4.437 -3.317 -0.452
C -3.107 -2.615 -0.389
C -3.216 -1.114 -0.613
O -3.465 -0.791 -1.971
C -4.823 -0.767 -2.379
H -3.808 -6.468 2.396
H -4.021 -5.992 0.715
H -3.004 -5.000 1.811
H -4.036 -3.105 2.297
H -5.737 -3.095 2.717
H -5.638 -1.940 0.602
H -6.359 -3.534 0.306
H -4.855 -3.135 -1.368
H -4.279 -4.329 -0.460
H -2.503 -3.069 -1.176
H -2.659 -2.842 0.578
H -2.240 -0.682 -0.377
H -3.938 -0.628 0.051
H -5.510 -0.597 -1.546
H -5.069 -1.709 -2.883
H -4.945 0.035 -3.106
*
```

Computed, not measured: a structure of composition C24H41Cl18InN in a non-equilibrium geometry, with ωB97M-V with the def2-TZVPD basis set.

Kohn-Sham gap in eV: 5.93
Lowest unoccupied orbital energy in eV: 1.378
Energy in a.u.: -9467.387032

Geometry as ORCA input:
```
! wB97M-V def2-TZVPD RIJCOSX def2/J DEFGRID3
* xyz -1 1
C -0.413 -2.021 7.423
C -0.076 -3.463 7.760
Cl -1.292 -4.341 8.747
C 1.040 -4.070 7.364
Cl 1.319 -5.765 7.825
In 2.533 -2.919 6.084
C 1.283 -2.017 4.420
C 1.657 -0.759 3.927
C 0.879 -0.182 2.926
C -0.242 -0.881 2.457
C -0.480 -2.127 3.019
N 0.236 -2.728 3.973
H 0.346 -1.325 7.808
H -0.624 -1.873 6.359
H -1.340 -1.766 7.962
H 3.645 -4.116 5.345
H 3.392 -1.691 7.036
H 2.524 -0.234 4.326
H 1.116 0.800 2.507
H -0.921 -0.510 1.712
H -1.358 -2.674 2.650
Cl -0.776 -0.055 -2.970
C 0.973 -0.252 -2.664
C 1.247 -1.225 -1.544
Cl 0.732 -0.599 0.047
H 1.388 0.732 -2.451
H 1.417 -0.617 -3.593
H 2.318 -1.416 -1.478
H 0.739 -2.173 -1.707
Cl -3.233 -0.585 2.522
C -4.276 0.296 1.377
C -5.016 -0.632 0.444
Cl -3.920 -1.436 -0.710
H -3.652 0.999 0.827
H -4.990 0.866 1.972
H -5.736 -0.064 -0.146
H -5.554 -1.403 0.991
Cl 4.778 1.983 -4.629
C 4.373 1.234 -6.195
C 3.043 0.522 -6.158
Cl 3.086 -0.931 -5.127
H 5.180 0.555 -6.461
H 4.342 2.036 -6.932
H 2.772 0.192 -7.160
H 2.252 1.168 -5.786
Cl -4.059 1.127 -5.063
C -4.104 -0.173 -6.280
C -2.856 -1.020 -6.255
Cl -1.425 -0.125 -6.825
H -4.256 0.284 -7.256
H -4.971 -0.792 -6.051
H -2.979 -1.876 -6.917
H -2.642 -1.388 -5.253
Cl 6.410 -3.191 6.595
C 7.485 -2.949 7.990
C 6.968 -3.633 9.232
Cl 5.491 -2.863 9.858
H 7.603 -1.878 8.145
H 8.456 -3.365 7.719
H 7.716 -3.574 10.023
H 6.747 -4.682 9.045
Cl 1.867 3.689 -5.737
C 1.236 5.058 -4.783
C 1.242 4.761 -3.304
Cl 0.052 3.509 -2.867
H 0.239 5.283 -5.140
H 1.875 5.911 -4.992
H 0.977 5.661 -2.749
H 2.221 4.427 -2.968
Cl -7.886 -3.550 -0.048
C -8.264 -4.421 1.461
C -8.208 -3.516 2.666
Cl -6.547 -2.992 3.029
H -7.570 -5.252 1.554
H -9.270 -4.824 1.350
H -8.572 -4.048 3.545
H -8.820 -2.627 2.527
Cl -0.060 7.670 -5.802
C 0.816 8.934 -6.705
C 1.924 8.365 -7.556
Cl 3.266 7.724 -6.574
H 1.195 9.659 -5.988
H 0.084 9.432 -7.341
H 2.342 9.149 -8.187
H 1.564 7.563 -8.197
*
```

Computed, not measured: a structure of composition C24H41GaNP2 in a non-equilibrium geometry, with ωB97M-V with the def2-TZVPD basis set.

Energy relative to the best compared isomer or geometry (same formula, charge and spin) in eV: 0.000
Kohn-Sham gap (spin up / spin down) in eV: 5.52 / 5.58
Lowest unoccupied orbital energy (spin up / spin down) in eV: -3.552 / -3.399
Energy in a.u.: -3600.888852

Geometry as ORCA input:
```
! wB97M-V def2-TZVPD RIJCOSX def2/J DEFGRID3
* xyz 1 1
Ga 0.343 1.079 -2.289
C -0.875 -2.088 3.537
C 0.430 -2.451 3.107
C 0.635 -0.722 4.616
C -0.750 -1.012 4.463
C 1.364 -1.623 3.786
C -2.139 -2.723 3.102
H -2.083 -3.002 2.039
H -2.982 -2.032 3.242
H -2.352 -3.640 3.678
C -1.848 -0.322 5.177
H -2.791 -0.865 5.040
H -1.990 0.706 4.806
H -1.628 -0.259 6.254
C 1.197 0.311 5.514
H 0.795 0.197 6.533
H 0.947 1.327 5.170
H 2.289 0.226 5.555
C 2.834 -1.695 3.654
H 3.267 -2.428 4.356
H 3.289 -0.717 3.865
H 3.112 -2.004 2.635
C 0.769 -3.531 2.152
H 0.972 -4.490 2.659
H 1.662 -3.250 1.578
H -0.058 -3.681 1.446
C -1.198 1.556 -3.364
C -1.966 0.237 -3.275
C -1.470 -0.916 -4.184
C 0.025 -0.848 -4.617
C 0.999 -0.229 -3.639
C 1.580 1.065 -3.834
C 0.934 2.148 -4.703
C -0.614 2.018 -4.709
H -2.096 -0.934 -5.105
H 0.108 -0.408 -5.624
H -1.628 -1.888 -3.679
H -0.927 1.378 -5.544
H -1.759 2.377 -2.898
H -3.038 0.371 -3.529
H -1.016 3.012 -4.940
H 1.216 3.139 -4.291
H 2.639 1.224 -3.569
H 1.347 2.109 -5.726
H 0.343 -1.894 -4.750
H 1.631 -0.973 -3.143
P -2.398 -0.270 -1.511
C -3.162 1.160 -0.782
C -3.101 -1.836 -1.160
P 2.734 3.037 -0.863
C 0.923 2.539 -1.004
C 3.347 1.314 -0.609
C 2.761 3.673 0.854
H -2.485 1.578 -0.023
H -4.096 0.813 -0.324
H -3.371 1.897 -1.563
H -2.463 -2.590 -1.624
H -4.132 -1.893 -1.508
H -3.050 -1.942 -0.073
H 2.833 4.770 0.810
H 3.645 3.272 1.365
H 1.829 3.378 1.358
H 0.537 2.298 -0.005
H 0.374 3.394 -1.428
H 3.928 1.282 0.319
H 3.969 1.009 -1.459
H 2.496 0.623 -0.547
N 0.182 -0.851 -0.123
C -0.821 -0.507 -0.652
*
```

Computed, not measured: a structure of composition C24H41LaNP2 in a non-equilibrium geometry, with ωB97M-V with the def2-TZVPD basis set.

Energy relative to the best compared isomer or geometry (same formula, charge and spin) in eV: 0.769
Kohn-Sham gap (spin up / spin down) in eV: 2.82 / 2.83
Lowest unoccupied orbital energy (spin up / spin down) in eV: -4.568 / -4.558
Energy in a.u.: -1707.554881

Geometry as ORCA input:
```
! wB97M-V def2-TZVPD RIJCOSX def2/J DEFGRID3
* xyz 1 1
La 0.113 -0.281 -0.665
C 1.501 2.257 2.335
C 0.261 2.641 1.752
C -0.177 1.302 3.575
C 1.229 1.427 3.457
C -0.780 2.045 2.519
C 2.839 2.656 1.861
H 2.888 2.657 0.767
H 3.601 1.966 2.234
H 3.125 3.663 2.194
C 2.213 0.763 4.332
H 3.209 1.205 4.219
H 2.284 -0.314 4.108
H 1.918 0.856 5.386
C -0.877 0.502 4.591
H -0.328 0.541 5.540
H -0.937 -0.551 4.282
H -1.888 0.890 4.756
C -2.226 2.174 2.253
H -2.532 3.230 2.187
H -2.810 1.713 3.058
H -2.522 1.689 1.306
C 0.078 3.532 0.582
H 0.055 4.598 0.875
H -0.871 3.315 0.067
H 0.907 3.412 -0.135
C 1.096 -2.108 -1.908
C 1.596 -0.766 -2.562
C 0.712 0.465 -2.970
C -0.777 0.125 -3.195
C -1.657 0.210 -1.927
C -2.378 -1.034 -1.533
C -1.577 -2.130 -0.833
C -0.386 -2.678 -1.709
H 1.131 0.800 -3.921
H -0.858 -0.844 -3.709
H 0.856 1.369 -2.320
H -0.770 -2.844 -2.727
H 1.383 -2.817 -2.710
H 2.080 -1.061 -3.506
H -0.179 -3.675 -1.301
H -1.319 -1.940 0.233
H -2.836 -1.509 -2.419
H -2.246 -2.996 -0.721
H -1.163 0.892 -3.888
H -2.283 1.111 -1.930
P 3.282 -1.063 -1.652
C 4.812 -1.667 -2.325
C 3.391 0.236 -0.416
P -4.210 -0.621 -0.613
C 2.235 -2.383 -0.877
C -5.066 0.297 -1.935
C -5.018 -2.255 -0.788
H 5.145 -2.520 -1.711
H 5.591 -0.889 -2.284
H 4.707 -2.021 -3.364
H 2.869 1.146 -0.752
H 4.453 0.497 -0.295
H 3.029 -0.085 0.578
H -4.938 -2.655 -1.807
H -6.077 -2.120 -0.528
H -4.582 -2.958 -0.065
H 2.768 -3.330 -1.061
H 1.951 -2.286 0.192
H -6.012 0.657 -1.508
H -5.277 -0.324 -2.810
H -4.488 1.168 -2.262
N 0.318 -1.929 2.714
C 0.418 -1.352 1.688
*
```

Computed, not measured: a cluster of 11 separate species, C24H41N11O2 in total in a non-equilibrium geometry, with ωB97M-V with the def2-TZVPD basis set.

Structure (SMILES): CN(C)C=O.CN(C)C=O.CC#N.CC#N.CC#N.CC#N.CC#N.CC#N.CC#N.CC#N.CC#N
Kohn-Sham gap in eV: 9.07
Lowest unoccupied orbital energy in eV: 0.058
Energy in a.u.: -1691.759889

Geometry as ORCA input:
```
! wB97M-V def2-TZVPD RIJCOSX def2/J DEFGRID3
* xyz 0 1
C -0.902 -4.661 0.003
C -0.353 -5.703 -0.901
N 0.037 -6.620 -1.534
H -0.323 -4.425 0.896
H -1.883 -5.028 0.303
H -1.075 -3.796 -0.638
C -0.489 4.093 -2.169
C -0.828 4.976 -3.303
N -1.071 5.647 -4.274
H -1.368 3.965 -1.537
H 0.301 4.510 -1.545
H -0.245 3.060 -2.419
C -3.043 -1.768 3.085
C -3.391 -0.312 3.028
N -3.644 0.778 2.884
H -3.893 -2.323 3.484
H -2.171 -1.855 3.734
H -2.758 -2.153 2.106
C -5.975 -1.383 -1.657
C -4.873 -0.836 -0.772
N -4.050 -0.442 -0.076
H -6.321 -0.540 -2.254
H -6.801 -1.693 -1.017
H -5.626 -2.204 -2.284
C -2.737 4.251 0.725
C -2.378 5.570 0.195
N -1.960 6.584 -0.172
H -1.909 3.549 0.636
H -3.570 3.973 0.079
H -2.995 4.530 1.747
C 3.271 0.003 -1.264
C 3.373 1.455 -1.021
N 3.361 2.562 -0.753
H 2.855 -0.178 -2.255
H 2.603 -0.444 -0.527
H 4.280 -0.407 -1.296
C -0.537 1.539 -6.008
C -0.514 0.508 -4.977
N -0.485 -0.369 -4.240
H -1.602 1.677 -6.199
H 0.011 1.245 -6.903
H -0.234 2.539 -5.696
C -0.511 -0.822 -0.399
C -0.342 0.588 -0.160
N -0.234 1.722 0.046
H 0.150 -1.287 0.331
H -0.178 -0.948 -1.430
H -1.558 -1.094 -0.264
C 2.369 -0.764 2.256
C 1.298 -1.630 2.816
N 0.431 -2.240 3.268
H 3.040 -0.321 2.992
H 1.912 0.106 1.785
H 3.042 -1.315 1.599
C 0.658 1.749 5.439
O 1.589 1.593 6.220
N 0.667 2.664 4.446
C -0.552 2.952 3.573
C 1.933 3.308 4.121
H -0.249 1.134 5.543
H -1.510 2.577 3.932
H -0.269 2.739 2.542
H -0.642 4.021 3.766
H 2.194 3.115 3.080
H 1.939 4.393 4.228
H 2.781 3.021 4.744
C 2.957 -3.752 -0.182
O 1.846 -3.217 0.057
N 3.493 -3.686 -1.388
C 4.556 -4.485 -1.846
C 2.799 -3.077 -2.484
H 3.615 -4.320 0.493
H 5.332 -4.486 -1.081
H 5.106 -3.988 -2.645
H 4.276 -5.472 -2.214
H 3.529 -2.463 -3.011
H 2.431 -3.801 -3.211
H 2.012 -2.389 -2.175
*
```

Computed, not measured: a cluster of 7 separate species, C24H41N2O22P in total, with ωB97M-V with the def2-TZVPD basis set.

Structure (SMILES): CCCCNO[P@@](=O)(O)OCCN.O=C1OCCO1.O=C1OCCO1.O=C1OCCO1.O=C1OCCO1.O=C1OCCO1.O=C1OCCO1
Kohn-Sham gap in eV: 9.68
Lowest unoccupied orbital energy in eV: 0.333
Energy in a.u.: -3045.381428

Geometry as ORCA input:
```
! wB97M-V def2-TZVPD RIJCOSX def2/J DEFGRID3
* xyz 0 1
C 0.677 -2.403 -0.525
C -0.644 -1.838 -1.039
C -1.651 -2.908 -1.503
C -2.343 -2.432 -2.774
N -3.480 -3.241 -3.246
O -4.084 -4.031 -2.194
P -5.302 -3.350 -1.443
O -6.213 -2.557 -2.274
O -5.885 -4.678 -0.780
O -4.693 -2.553 -0.214
C -5.109 -1.218 0.170
C -4.191 -0.166 -0.420
N -4.620 0.180 -1.770
H 0.579 -2.782 0.492
H 1.030 -3.225 -1.151
H 1.439 -1.624 -0.509
H -0.440 -1.151 -1.867
H -1.096 -1.236 -0.248
H -1.131 -3.850 -1.695
H -2.385 -3.091 -0.720
H -2.628 -1.378 -2.656
H -1.613 -2.472 -3.586
H -4.237 -2.674 -3.619
H -6.349 -4.488 0.041
H -6.137 -1.054 -0.156
H -5.063 -1.206 1.259
H -4.220 0.723 0.214
H -3.165 -0.557 -0.366
H -4.401 -0.573 -2.411
H -4.111 0.986 -2.116
C -3.695 -6.489 1.291
C -3.096 -7.593 0.435
O -1.878 -6.994 -0.016
C -1.527 -6.016 0.850
O -0.487 -5.445 0.844
O -2.531 -5.783 1.730
H -4.250 -6.849 2.153
H -4.311 -5.814 0.699
H -2.852 -8.484 1.016
H -3.704 -7.865 -0.423
C -6.739 0.137 -4.275
C -7.452 0.443 -5.579
O -6.441 1.129 -6.329
C -5.229 0.772 -5.844
O -4.187 1.045 -6.347
O -5.371 0.066 -4.702
H -7.018 -0.802 -3.806
H -6.829 0.942 -3.544
H -7.730 -0.462 -6.122
H -8.320 1.087 -5.472
C 3.206 1.968 2.533
C 2.778 0.732 3.307
O 1.545 0.384 2.654
C 1.559 0.896 1.411
O 0.764 0.659 0.555
O 2.609 1.732 1.252
H 4.281 2.069 2.414
H 2.791 2.890 2.942
H 3.488 -0.086 3.199
H 2.582 0.919 4.359
C 2.536 3.259 -2.102
C 1.867 4.617 -1.977
O 2.549 5.185 -0.850
C 3.747 4.574 -0.723
O 4.599 4.913 0.040
O 3.837 3.521 -1.554
H 2.643 2.908 -3.125
H 2.052 2.495 -1.491
H 2.045 5.251 -2.847
H 0.803 4.569 -1.765
C 5.978 8.709 0.831
C 6.149 7.321 1.419
O 7.194 7.533 2.379
C 7.206 8.839 2.727
O 7.840 9.300 3.620
O 6.390 9.551 1.913
H 4.955 8.949 0.555
H 6.640 8.884 -0.018
H 5.256 6.977 1.940
H 6.452 6.564 0.704
C 7.551 -0.497 5.698
C 7.126 -1.761 6.425
O 5.851 -2.034 5.831
C 5.809 -1.451 4.614
O 4.959 -1.631 3.802
O 6.870 -0.629 4.445
H 8.620 -0.422 5.520
H 7.195 0.407 6.195
H 7.791 -2.602 6.221
H 7.004 -1.640 7.497
*
```